Density functional theory data (wB97M-V/def2-TZVPD) for a structure of composition C3H3Br2Cl3.

Results
Energy   -180810.3879 eV
Energy above the lowest of the compared OMol25 structures with the same formula, charge and spin   0.00 kJ/mol
Charge   0

Atoms and positions in Å:
H -0.36521 -1.67588 0.81889
C 0.29917 0.16646 -0.45119
C -0.06750 0.08130 2.29605
Br 2.14553 -1.53142 0.97150
Br -0.09282 -0.78004 -2.15867
Cl -0.28231 -1.04828 3.60477
C 0.43288 -0.80286 0.61832
Cl -1.57654 0.80197 1.92871
Cl 1.03897 1.39026 2.75561
H -0.50284 0.95452 -0.29135
H 1.20824 0.73191 -0.55481

---

Density functional theory data (wB97M-V/def2-TZVPD) for a structure of composition C14H29P2Tl.

Results
Energy   -38254.6261 eV
Charge   0

Atoms and positions in Å:
H -3.45536 0.03185 2.54567
H -2.21044 2.12812 0.32301
C 0.98324 1.37226 0.68043
C 0.84612 -0.81037 3.39513
C -1.85413 0.03893 1.00715
C -0.60789 0.00722 -4.51708
H -0.97606 -0.78544 -5.17601
H -0.46123 -3.67693 -0.25413
H -0.22285 2.59421 2.08177
H 1.74991 -0.19764 3.42275
P -0.34031 -3.41623 -1.67583
H -2.10263 -0.94957 0.55330
H -2.40258 0.89199 -0.95316
H 1.62698 -0.16947 -4.72535
H -0.84324 2.88541 -2.79586
C -0.54008 1.96020 -3.25821
H 2.53548 0.44421 -0.58761
H -2.01943 -0.87614 3.01070
H 0.92324 -3.88462 -2.19993
H -3.65786 1.06794 0.29083
C -1.40427 1.00047 -3.88084
H 0.97388 -1.59145 4.15514
C 0.60282 -1.40667 2.00954
C -2.56085 1.09588 0.11886
C -2.34980 0.02465 2.47287
H 0.53413 1.85215 -0.22096
H 1.21711 1.86095 2.80912
C 0.76504 0.33432 -4.28144
H 2.98769 0.52056 1.13052
C 2.44968 1.05337 0.32617
H 2.71413 -1.54450 1.41224
H -2.49088 1.08774 -3.95302
H 2.06885 -2.98881 2.20341
H -1.53167 -3.81826 -2.37342
H 2.99505 1.99049 0.12609
C 1.82576 -2.18396 1.49285
P -0.03359 -0.16451 0.79651
C 0.82536 2.32398 1.88739
Tl 0.08814 -0.93598 -1.77676
H -0.22043 -2.13672 2.10304
H 1.66344 -2.66044 0.52112
H 1.36973 3.27549 1.72789
H 0.01748 -0.18752 3.73141
H 1.69953 2.09899 -3.23647
C 0.80848 1.54320 -3.50667
H -1.98567 0.90064 3.03786

---

Density functional theory data (wB97M-V/def2-TZVPD) for a structure of composition C43H44FN7O11PSiSr.

Results
Energy   -98986.2237 eV
Energy above the lowest of the compared OMol25 structures with the same formula, charge and spin   106.63 kJ/mol
Charge   -1

Atoms and positions in Å:
C 1.72275 1.88310 -4.12696
C -4.23890 3.23094 2.04209
H -3.12941 -2.56136 -0.85630
N 3.01191 -2.63368 -3.25926
P 1.95864 -2.64946 -0.67199
C 1.22452 -2.60333 6.19907
C -2.75289 0.74719 4.12675
C 1.49211 -1.90772 3.78913
O -2.52307 1.68265 -1.70258
H 1.61261 -1.17290 1.77220
H -4.61242 2.80582 1.10610
H -2.08607 3.65660 4.52938
H 3.10804 2.41025 3.00769
H -7.72610 -3.30768 -1.62138
N 4.59337 -2.07552 -1.49027
C -1.89800 -1.82443 3.57683
C 3.01479 4.62909 1.57253
C 1.58134 -0.92270 2.82580
H -1.37482 2.65095 -5.31399
C -1.74435 4.11716 0.60179
H 4.25918 -4.18778 -3.85876
H -4.55667 4.27744 2.08708
H -5.09694 -2.58473 -5.45089
H -1.56340 -2.81659 3.29147
H 0.89025 4.23546 -1.54323
C -2.56369 -1.58241 4.77794
H 3.76743 -0.71104 -2.88349
H -7.09615 -4.97217 -1.88778
H -2.77226 -1.69699 -5.01845
O 1.12244 2.39309 -6.35243
N 3.89276 -4.37856 -1.81667
C 2.29401 3.47775 1.27652
C 4.98218 -3.53972 -1.44330
C -1.67982 -0.78488 2.71294
H -4.71231 2.69459 2.86751
H 3.60263 4.68229 2.48070
H 0.33462 2.57574 -6.87594
H 1.40227 1.80029 4.83085
H 1.42349 -1.35456 -2.67786
O -6.62551 -3.59021 -3.34405
C 2.77904 -4.32541 -0.84528
C -4.81435 -3.05953 -2.10577
C -4.66017 -2.58853 -4.46119
N 0.07634 1.91489 -2.40103
Si -2.35868 3.10468 2.05692
C 1.55609 0.41800 3.20034
H 2.60304 -4.66505 -3.43134
C -0.56352 2.41011 -4.63739
O -3.12938 2.81798 -3.55747
H -0.61530 3.96082 3.60178
H 4.92925 -1.90352 -3.56643
H 5.81133 -3.66689 -2.14160
O 3.51256 1.13013 -2.03642
H -1.76538 3.55812 -0.33803
C -1.43251 -1.53899 -2.72423
C 2.32977 2.35232 2.23583
C -3.55830 -2.58059 -1.84830
C -5.35402 -3.06343 -3.37688
C 3.43531 -4.01709 -3.16058
C 3.57335 -1.76035 -0.42919
C 0.74601 2.24489 -5.05153
O -1.01840 -1.54348 -1.51603
H -3.10484 1.73985 4.37395
N 1.50906 1.39538 2.19387
O 1.69994 -2.52962 7.29862
O -5.72529 -3.58995 -1.21531
C 1.50586 4.37357 -0.66107
C 1.40943 -0.23462 5.51226
C -2.07472 0.56325 2.88734
H 5.31269 -3.75470 -0.42681
O 1.73663 0.49312 -0.83733
H -1.96667 5.09893 3.51488
C 2.28625 1.09680 -1.79911
C -1.70831 4.03662 3.57837
C 2.18410 5.56879 -0.44987
H 1.32507 0.01516 6.56156
O 0.53397 -3.71169 5.83167
C 1.78006 -2.36473 -2.49461
C 1.39098 -1.57104 5.13792
C 2.95257 5.69846 0.69224
Sr -0.75033 0.62614 -0.36206
N 1.55387 3.34659 0.17760
H 3.37580 -0.68891 -0.45553
H -0.73204 4.48106 0.78206
C -2.82958 -2.09249 -2.94107
C 1.32935 1.71750 -2.81606
H 4.00835 -2.04056 0.53361
H 3.49392 6.61350 0.89670
H -2.75796 -2.38420 5.47785
H 2.74734 1.70574 -4.41978
C -6.88150 -3.90393 -1.97675
N -1.78574 1.49390 1.95161
F -0.99033 -1.07135 1.55278
H 0.06207 -3.53046 5.00703
C -2.98190 -0.28123 5.02863
O -0.79287 -1.14246 -3.70742
H -2.39446 4.98768 0.46898
H 0.98152 -3.00877 -2.86207
C 1.47687 0.75689 4.55038
C -3.37450 -2.09958 -4.21549
C -2.32380 2.26011 -2.81293
C -0.85815 2.22220 -3.29705
H 3.15543 -4.64712 0.13009
C 4.06938 -1.75751 -2.90900
H 2.10213 6.37218 -1.16924
H 2.03114 -5.05902 -1.15369
H 5.40999 -1.48592 -1.33341
H -3.50529 -0.05741 5.95188
H 1.49384 -2.94722 3.47879

---

Density functional theory data (wB97M-V/def2-TZVPD) for a structure of composition C2H8CsO2.

Results
Energy   -6840.7216 eV
Energy above the lowest of the compared OMol25 structures with the same formula, charge and spin   83.40 kJ/mol
Charge   +1

Atoms and positions in Å:
C -1.39751 -1.73168 2.53648
H 1.78898 2.32341 -3.04173
H -1.41471 -0.98067 3.32526
C 1.12335 1.63184 -2.53149
H 1.46892 0.60754 -2.72082
H -0.88219 -0.48705 1.12278
H 0.13487 1.74236 -2.97802
H -2.41098 -1.93824 2.19201
O -0.54719 -1.32861 1.45002
Cs 1.77029 -1.05593 -0.31713
H 0.20776 1.92146 -0.82560
O 1.11709 1.94101 -1.13639
H -0.95870 -2.64543 2.92463

---

Density functional theory data (wB97M-V/def2-TZVPD) for the molecule C18H19N3OS.

Results
Energy   -36324.0284 eV
Energy above the lowest of the compared OMol25 structures with the same formula, charge and spin   492.13 kJ/mol
Structure (SMILES)   S=C(Nc1ccccc1)N1N=C2CCCC[C@@H]2[C@H]1c1ccco1
Charge   0

Atoms and positions in Å:
H 2.25695 1.91528 3.50617
H -1.93759 -0.95433 3.40971
N 2.92604 -0.94664 0.09257
C 3.48724 -3.05727 -1.22341
C 3.18962 -1.67210 -1.11399
H -3.36681 -2.01621 1.67921
H 2.25904 4.46630 4.35036
O 0.00437 3.79900 2.04725
C -0.85526 1.00250 1.63056
C 0.61010 4.70073 2.90315
H -2.42080 1.73468 0.15947
H -0.88127 -2.32898 2.80344
C -0.34025 -0.33061 2.08728
C 1.60655 4.06342 3.56202
H -1.75902 0.27686 -0.43000
H 2.54489 -1.51440 0.84460
H 3.63544 -3.52275 -4.59206
C -2.00106 0.74619 0.51531
H 3.96110 -4.73141 -2.24427
H 3.60886 -3.58707 -0.23814
H 2.87737 0.05170 -2.24331
C -3.08570 -0.09832 1.09636
C 3.49632 -2.97061 -3.64713
H 3.24600 -0.94863 -4.49104
C 2.33055 0.32045 0.27574
C 3.24994 -1.60604 -3.57853
H -3.96838 -0.20227 0.37759
H 0.37853 5.78099 3.01622
N 0.90155 -0.63790 1.90916
H -1.89043 -2.02250 0.62687
C 0.74460 2.69402 2.11033
H 0.41375 2.00688 0.28019
C 3.14325 -0.98254 -2.32987
C 0.44114 1.58786 1.24413
H -3.56973 0.53699 1.95181
C 1.64906 2.75717 3.07844
C 3.68392 -3.70550 -2.45753
C -2.47192 -1.47412 1.41953
N 1.45489 0.42002 1.34752
H -1.21944 1.58003 2.45130
S 2.83299 1.77133 -0.39389
C -1.37524 -1.34486 2.53735

---

Number 1: HOMO-LUMO gap 10.082 eV, molecular weight 305.22 g mol⁻¹, LUMO 0.09 eV. Number 2: HOMO-LUMO gap 5.552 eV, molecular weight 463.72 g mol⁻¹, LUMO -0.09 eV. Number 3: HOMO-LUMO gap 5.521 eV, molecular weight 1000.54 g mol⁻¹, LUMO 1.37 eV. Number 4: HOMO-LUMO gap 11.106 eV, molecular weight 196.99 g mol⁻¹, LUMO -3.54 eV. Number 5: HOMO-LUMO gap 8.517 eV, molecular weight 325.44 g mol⁻¹, LUMO 0.36 eV.